# 1
{"formula": "C6H16NO", "method": "ωB97M-V/def2-TZVPD", "symbols": ["C", "O", "C", "C", "C", "C", "C", "N", "H", "H", "H", "H", "H", "H", "H", "H", "H", "H", "H", "H", "H", "H", "H", "H"], "coordinates": [[-1.375779, -0.829976, -0.952636], [-2.303367, -0.895665, 0.134696], [0.052624, -0.776094, -0.546464], [0.395460, 0.241313, 0.457576], [1.535741, 1.203947, 0.047048], [2.766871, 0.500700, -0.656714], [3.511509, -0.447044, 0.270542], [-5.103957, 0.561417, 0.601402], [-1.648080, 0.079358, -1.522610], [-1.654378, -1.625163, -1.640463], [-1.955296, -1.487611, 0.829802], [0.658450, -1.681928, -0.512450], [0.719967, -0.334417, 1.351567], [-0.513461, 0.823730, 0.645732], [1.987948, 1.684298, 0.909741], [1.109880, 1.872243, -0.696668], [2.554616, -0.133786, -1.535416], [3.411789, 1.284729, -1.074800], [2.835161, -1.155013, 0.759595], [4.261726, -0.990450, -0.316788], [4.125435, -0.006910, 1.071080], [-5.947234, 0.200265, 1.005716], [-4.252635, 0.407794, 1.108378], [-5.172990, 1.504253, 0.262134]], "forces_ev_per_angstrom": [[-1.3, -0.2, -1.8], [1.5, 0.3, 0.7], [-1.2, 0.1, 3.6], [-0.7, -0.3, -0.7], [1.9, -1.0, -1.7], [-0.3, 0.0, 0.3], [1.0, -0.1, 0.2], [0.4, -0.2, -0.9], [0.3, 0.0, 0.3], [0.6, -0.4, 0.0], [-0.4, 0.1, -0.4], [0.5, 0.2, -1.2], [0.0, 0.1, -0.3], [0.3, -0.1, 0.3], [-0.6, 0.4, 0.1], [-0.1, 0.5, 0.4], [-0.7, 0.4, 0.1], [-0.1, -0.1, 0.4], [0.1, -0.1, -0.2], [-0.4, -0.2, 0.1], [-0.5, 0.4, -0.2], [0.0, 0.1, 0.3], [-0.2, 0.0, 0.4], [-0.2, 0.1, 0.2]], "mulliken_charge": [-0.730, -0.376, 0.152, -0.385, -0.683, -0.404, -1.124, -0.573, 0.333, 0.368, 0.327, 0.422, 0.454, 0.363, 0.363, 0.310, 0.295, 0.352, 0.256, 0.334, 0.355, 0.212, 0.177, 0.203], "multiplicity": 1, "e_above_lowest_kj_mol": 440.5, "charge": 1, "orbital_gap_ev": 4.3, "e_homo_ev": -12.023, "lumo_energy_ev": -7.7, "mol_weight_g_mol": 118.2, "total_energy_ev": -10008.7467}

***

# 2
{"formula": "C6H16NO", "method": "ωB97M-V/def2-TZVPD", "symbols": ["C", "C", "C", "C", "C", "C", "N", "H", "H", "H", "H", "H", "H", "H", "H", "H", "H", "H", "H", "H", "H", "H", "H", "O"], "coordinates": [[0.626090, -1.300071, 0.380275], [0.505658, -0.594873, -0.942734], [-0.792748, -0.138095, -1.497189], [-1.133759, 1.303939, -1.280685], [-0.149362, 2.121186, -0.503547], [0.600208, 3.097407, -1.028948], [-0.673959, -1.615044, 1.069432], [1.097213, -2.286118, 0.207710], [1.272897, -0.718515, 1.115821], [0.981691, -1.233696, -1.712437], [1.140478, 0.295768, -0.842619], [-1.560372, -0.854545, -1.242231], [-0.782313, -0.251663, -2.635323], [-1.338617, 1.839009, -2.258305], [-2.179150, 1.394617, -0.882362], [0.002133, 1.875612, 0.500538], [1.269990, 3.747009, -0.356479], [0.391538, 3.348240, -2.015738], [-0.656945, -1.967871, 2.065854], [-1.144601, -2.462032, 0.559571], [-1.270502, -0.685553, 1.163488], [1.882557, -2.072680, 3.131061], [0.828223, -1.246406, 3.952748], [1.083655, -1.595624, 3.052106]], "forces_ev_per_angstrom": [[1.4, -0.5, 1.5], [1.9, 0.1, -1.1], [-0.6, -0.9, -2.6], [-2.3, 2.2, -0.6], [0.4, 0.7, -1.4], [0.1, 0.2, 3.1], [-2.8, -0.1, 0.3], [-0.1, 0.5, 0.4], [-1.2, -0.9, -1.1], [-0.1, 0.3, 0.5], [0.1, -0.4, -0.3], [-0.7, 0.1, 0.3], [0.3, -0.1, 1.5], [0.7, -0.7, 0.8], [0.9, -0.1, 0.4], [0.1, -0.4, 1.7], [-1.0, -1.2, -1.4], [0.2, 0.7, -1.7], [1.2, 0.6, -1.1], [0.4, 2.6, 0.8], [1.0, -2.6, -0.8], [1.4, -0.8, 0.5], [0.8, -0.7, -1.3], [-2.1, 1.4, 1.7]], "mulliken_charge": [-0.707, -0.424, -0.748, -0.734, -0.248, -0.697, -0.350, 0.393, 0.373, 0.383, 0.358, 0.485, 0.278, 0.341, 0.253, 0.378, 0.237, 0.316, 0.384, 0.396, 0.346, 0.295, 0.296, -0.605], "multiplicity": 1, "e_above_lowest_kj_mol": 242.2, "charge": 1, "orbital_gap_ev": 9.2, "e_homo_ev": -12.744, "lumo_energy_ev": -3.6, "mol_weight_g_mol": 118.2, "total_energy_ev": -10010.8021}

***

# 3
{"formula": "C6H16NO", "method": "ωB97M-V/def2-TZVPD", "symbols": ["C", "O", "C", "C", "C", "C", "C", "N", "H", "H", "H", "H", "H", "H", "H", "H", "H", "H", "H", "H", "H", "H", "H", "H"], "coordinates": [[1.225993, -0.369884, -1.249666], [2.304280, -0.342651, -0.301165], [-0.030014, -0.832919, -0.575332], [-0.604864, -0.127889, 0.535669], [-1.876754, 0.834847, 0.323269], [-3.049696, 0.190889, -0.436514], [-4.276763, 0.108609, 0.460871], [5.291052, 0.399633, 0.978689], [1.203362, 0.620505, -1.701900], [1.483812, -1.061416, -2.055150], [2.316628, -1.157177, 0.204827], [-0.265032, -1.894179, -0.670150], [-0.968217, -0.874838, 1.243838], [0.118095, 0.481545, 1.090816], [-2.132177, 0.992570, 1.371227], [-1.504993, 1.774607, -0.076021], [-2.801735, -0.795841, -0.833255], [-3.265350, 0.823607, -1.298232], [-4.444365, 1.090492, 0.927804], [-4.178963, -0.513597, 1.351385], [-5.197286, -0.158415, -0.050094], [4.578940, -0.312786, 0.826535], [5.904305, 0.607588, 0.186140], [5.386247, 0.912410, 1.858878]], "forces_ev_per_angstrom": [[0.8, -0.5, -1.2], [-0.4, 0.3, 0.4], [0.9, 0.8, 2.1], [0.4, -1.1, 0.2], [-0.2, -0.2, 0.2], [0.0, 0.0, 0.1], [-0.3, 0.9, 0.8], [0.2, 0.1, -0.4], [-0.5, 0.2, 0.2], [-0.1, 0.0, 0.0], [-0.1, -0.5, 0.0], [-0.6, 0.2, -0.7], [-0.4, -0.2, -0.2], [0.2, 0.3, -0.7], [-0.1, 0.2, -0.1], [0.0, -0.1, -0.2], [0.1, 0.0, 0.1], [-0.1, 0.0, 0.0], [-0.1, 0.0, -0.4], [0.3, -0.5, -0.3], [0.1, -0.1, -0.2], [-0.1, 0.0, 0.2], [0.2, 0.1, 0.1], [0.0, 0.0, 0.1]], "mulliken_spin": [0.000, -0.001, 0.000, 0.000, 0.000, 0.000, 0.000, 1.055, 0.000, 0.000, 0.001, 0.000, 0.000, 0.000, 0.000, 0.000, 0.000, 0.000, 0.000, 0.000, 0.000, -0.017, -0.019, -0.019], "s2": 0.754, "multiplicity": 2, "e_above_lowest_kj_mol": 374.9, "charge": 2, "orbital_gap_ev": [7.2, 4.9], "e_homo_ev": [-17.341, -17.341], "lumo_energy_ev": [-10.2, -12.5], "mol_weight_g_mol": 118.2, "total_energy_ev": -9996.7032}

***

# 4
{"formula": "C6H16NS", "method": "ωB97M-V/def2-TZVPD", "symbols": ["C", "C", "C", "C", "C", "C", "N", "S", "H", "H", "H", "H", "H", "H", "H", "H", "H", "H", "H", "H", "H", "H", "H", "H"], "coordinates": [[-1.557456, 1.763579, 0.653045], [-1.866376, 0.300668, -1.450555], [-0.841142, -0.906227, 1.399245], [1.602848, -1.836698, -0.098013], [-0.909642, 0.882620, -0.413050], [-0.243184, -0.250101, 0.251029], [0.841872, -0.634702, -0.302934], [3.369742, 0.594481, -0.331721], [-0.946654, 2.262913, 1.414325], [-2.177231, 2.644941, 0.105867], [-2.398752, 1.156666, 1.166541], [-2.409372, -0.491986, -0.856983], [-2.587966, 1.050225, -1.899246], [-1.222758, -0.259673, -2.287148], [-1.756124, -1.424331, 1.082267], [-1.377833, -0.320665, 2.213341], [-0.146235, -1.687904, 1.960080], [2.187878, -1.872527, -1.008983], [2.182211, -1.737261, 0.856293], [0.958834, -2.621451, -0.076650], [-0.194144, 1.473659, -1.001363], [1.371504, 0.100976, -0.955943], [4.555794, 0.047470, -0.569928], [3.564182, 1.765332, 0.150477]], "forces_ev_per_angstrom": [[-3.9, 1.5, -1.0], [-0.1, -1.8, -0.8], [-0.3, -2.5, 2.9], [1.9, 2.1, 0.9], [0.2, 1.9, 0.2], [0.5, 0.6, -0.3], [0.9, 2.1, -1.6], [-0.7, -1.5, -0.6], [0.2, -0.5, -0.4], [1.5, -2.0, 1.2], [1.3, 1.1, -0.7], [-0.1, 0.7, -1.2], [1.0, -0.9, 0.6], [-1.6, 1.3, 1.7], [0.3, -0.5, -0.4], [1.5, 0.1, -1.2], [-1.4, 1.6, -1.4], [0.7, -0.6, 0.3], [-0.2, -0.4, -1.1], [-1.7, -2.5, 0.2], [0.3, -0.1, 0.4], [-1.9, -2.1, 1.4], [0.6, 0.6, 0.1], [1.1, 1.5, 0.5]], "mulliken_charge": [-1.485, -1.176, -1.252, -1.378, 0.525, 0.695, -0.145, -0.337, 0.356, 0.333, 0.335, 0.307, 0.366, 0.287, 0.378, 0.390, 0.329, 0.458, 0.384, 0.576, 0.284, 0.402, 0.194, 0.175], "multiplicity": 1, "e_above_lowest_kj_mol": 187.0, "charge": 1, "orbital_gap_ev": 10.1, "e_homo_ev": -13.834, "lumo_energy_ev": -3.7, "mol_weight_g_mol": 134.3, "total_energy_ev": -18798.7221}